DFT (wB97M-V/def2-TZVPD) results for a 13-piece molecular cluster, C44H123N9O13 overall in a non-equilibrium geometry.

## Properties
lowest unoccupied orbital energy	0.42	eV
HOMO	-8.63	eV
HOMO-LUMO gap	9.0	eV
largest force on an atom	2.9	eV/Å
DFT total energy	-3220.81769	Eh
relative energy (zero: lowest compared OMol25 entry of this formula, charge and spin)	415.2	kJ/mol

Geometry as ORCA input:
```
! RIJCOSX wB97M-V def2-TZVPD def2/J DEFGRID3
* xyz 0 1
C -1.029 -1.339 5.195
C -0.158 -0.265 4.586
O 1.197 -0.434 4.955
H -0.859 -2.301 4.712
H -2.111 -1.231 5.115
H -0.901 -1.409 6.276
H -0.477 0.700 4.980
H -0.318 -0.185 3.511
H 1.688 -0.872 4.256
C -3.097 2.524 1.829
C -4.461 2.015 1.422
O -4.387 0.824 0.632
H -2.546 1.739 2.347
H -3.220 3.438 2.411
H -2.549 2.805 0.930
H -4.936 2.829 0.873
H -5.087 1.938 2.311
H -4.364 1.091 -0.290
C -3.603 4.456 -2.130
C -4.129 5.391 -1.067
O -3.177 6.365 -0.797
H -4.413 3.767 -2.370
H -2.758 3.878 -1.755
H -3.341 5.017 -3.027
H -4.334 4.898 -0.117
H -5.002 5.897 -1.480
H -3.157 6.870 -1.614
C 0.355 0.899 0.355
C 0.457 -0.620 0.205
O 0.204 -0.888 -1.108
H 0.663 1.184 1.361
H -0.671 1.260 0.281
H 0.973 1.422 -0.375
H -0.244 -1.094 0.892
H 1.411 -1.043 0.521
H -0.673 -0.586 -1.353
C -2.156 8.921 6.246
C -2.779 7.705 6.923
C -2.017 6.419 6.606
O -2.152 6.066 5.220
C -1.047 5.255 4.841
N -2.678 7.980 8.342
H -1.093 8.838 6.471
H -2.653 9.796 6.665
H -2.183 8.815 5.162
H -3.839 7.640 6.679
H -2.377 5.585 7.208
H -0.973 6.535 6.897
H -0.759 4.409 5.464
H -0.172 5.899 4.935
H -1.092 5.013 3.779
H -3.189 8.826 8.547
H -1.714 8.278 8.365
C -1.679 0.427 -3.774
C -2.619 0.621 -2.630
C -4.086 0.872 -3.087
O -4.905 1.238 -1.953
C -6.281 0.875 -1.971
N -2.508 -0.489 -1.718
H -0.621 0.496 -3.521
H -1.770 1.158 -4.577
H -1.766 -0.577 -4.189
H -2.279 1.519 -2.112
H -4.401 -0.130 -3.376
H -4.128 1.619 -3.880
H -6.748 1.060 -2.938
H -6.786 1.460 -1.202
H -6.329 -0.204 -1.818
H -2.698 -1.352 -2.207
H -3.300 -0.397 -1.098
C -4.491 -2.842 -0.693
C -4.417 -3.584 -2.060
C -5.808 -3.542 -2.722
O -6.635 -4.332 -1.833
C -8.009 -4.091 -2.082
N -3.323 -3.074 -2.847
H -4.751 -1.787 -0.771
H -3.553 -2.844 -0.137
H -5.193 -3.362 -0.041
H -4.186 -4.630 -1.862
H -5.735 -4.054 -3.681
H -6.072 -2.504 -2.923
H -8.668 -4.800 -1.581
H -8.111 -4.407 -3.120
H -8.459 -3.110 -1.931
H -3.505 -3.377 -3.793
H -2.502 -3.580 -2.545
C 5.524 2.560 -0.253
C 5.022 2.504 -1.714
C 3.626 1.873 -1.782
O 3.261 1.729 -3.145
C 2.045 0.982 -3.322
N 4.869 3.880 -2.181
H 4.816 3.105 0.371
H 6.497 3.022 -0.087
H 5.613 1.556 0.162
H 5.673 2.058 -2.466
H 2.905 2.446 -1.200
H 3.798 0.884 -1.357
H 2.026 0.084 -2.704
H 1.941 0.701 -4.370
H 1.191 1.646 -3.196
H 5.696 4.327 -2.550
H 4.302 3.875 -3.017
C 4.152 0.268 2.074
C 4.568 -0.714 3.176
C 3.862 -2.060 3.016
O 2.392 -2.002 3.187
C 1.781 -3.291 3.042
N 5.981 -0.943 2.928
H 3.088 0.501 2.019
H 4.464 -0.067 1.085
H 4.577 1.257 2.250
H 4.355 -0.266 4.146
H 4.278 -2.681 3.809
H 4.230 -2.635 2.166
H 1.891 -3.648 2.019
H 0.733 -3.199 3.328
H 2.218 -3.993 3.753
H 6.427 -0.036 2.933
H 6.210 -1.396 2.055
C 7.684 -2.600 -1.994
C 6.730 -1.872 -1.045
C 5.281 -2.391 -1.078
O 4.580 -1.945 -2.221
C 3.199 -2.354 -2.184
N 7.273 -1.819 0.339
H 8.534 -1.940 -2.164
H 7.280 -2.909 -2.958
H 7.998 -3.522 -1.505
H 6.804 -0.834 -1.370
H 4.774 -2.013 -0.190
H 5.282 -3.469 -0.914
H 3.063 -3.433 -2.256
H 2.831 -1.962 -3.132
H 2.602 -1.981 -1.351
H 8.240 -1.551 0.225
H 7.342 -2.701 0.827
C 2.006 2.854 3.512
C 2.501 3.462 2.164
C 1.505 4.045 1.198
O 0.857 5.180 1.728
C -0.290 5.653 0.989
N 3.361 4.528 2.534
H 2.810 2.651 4.219
H 1.326 2.029 3.300
H 1.299 3.550 3.964
H 3.057 2.741 1.564
H 0.866 3.203 0.930
H 1.975 4.321 0.254
H -0.028 5.733 -0.066
H -0.603 6.637 1.338
H -1.187 5.064 1.179
H 2.702 5.293 2.570
H 3.785 4.734 1.641
C 0.483 -2.558 -4.884
C 1.115 -3.948 -5.118
C 0.018 -5.059 -5.370
O 0.650 -6.328 -5.277
C -0.380 -7.268 -5.327
N 2.013 -3.677 -6.204
H -0.114 -2.236 -5.737
H 1.178 -1.745 -4.674
H -0.195 -2.537 -4.031
H 1.765 -4.175 -4.273
H -0.451 -4.953 -6.348
H -0.659 -4.987 -4.520
H 0.004 -8.281 -5.201
H -1.045 -7.237 -6.190
H -1.098 -7.104 -4.524
H 2.571 -4.478 -6.462
H 1.497 -3.560 -7.064
C 0.983 -5.638 -1.247
C -0.507 -5.204 -1.241
C -1.202 -5.375 0.169
O -1.052 -6.666 0.673
C -1.487 -6.697 2.020
N -0.494 -3.885 -1.825
H 1.171 -6.631 -0.837
H 1.667 -4.927 -0.783
H 1.360 -5.662 -2.270
H -1.010 -5.888 -1.924
H -2.275 -5.182 0.165
H -0.780 -4.570 0.771
H -2.554 -6.518 2.150
H -0.928 -6.036 2.682
H -1.439 -7.748 2.305
H -0.061 -3.882 -2.738
H 0.045 -3.264 -1.238
*
```



DFT (wB97M-V/def2-TZVPD) results for a 9-piece molecular cluster, C30H61Cl16N6O2 overall in a non-equilibrium geometry.

## Properties
lowest unoccupied orbital energy	-2.65	eV
HOMO	-11.01	eV
HOMO-LUMO gap	8.4	eV
largest force on an atom	7.2	eV/Å
DFT total energy	-9021.19319	Eh

Geometry as ORCA input:
```
! RIJCOSX wB97M-V def2-TZVPD def2/J DEFGRID3
* xyz 1 1
C -0.160 0.989 -5.470
C 0.684 0.296 -4.573
N 0.413 0.472 -3.135
C 0.826 1.764 -2.639
C 1.514 2.966 -3.417
N 2.757 2.610 -4.144
N 0.463 1.645 -1.253
C -0.101 0.333 -0.997
N -0.515 -0.133 0.181
C -0.416 0.840 1.346
C 1.095 1.127 1.817
C 1.549 2.665 1.689
C 0.478 3.748 2.247
C -0.164 4.479 0.969
C -1.539 5.228 1.265
C -2.241 5.756 -0.093
C -2.560 4.550 -1.113
C -4.005 4.640 -1.792
C -4.357 3.169 -2.372
C -5.740 3.193 -3.183
C -1.053 -1.460 0.492
O -0.127 -2.544 0.264
O -0.635 -3.621 0.964
N -0.142 -0.376 -2.235
C -0.619 -1.702 -2.681
C 0.683 -2.657 -2.813
C 0.185 -4.030 -3.458
C -0.479 -4.900 -2.287
C -1.340 -6.149 -2.836
N -2.796 -6.057 -2.556
H -0.866 1.758 -5.022
H -0.117 0.841 -6.595
H 1.539 -0.324 -4.998
H 0.810 3.452 -4.163
H 1.794 3.782 -2.666
H 2.508 2.311 -5.103
H 3.244 1.807 -3.724
H -0.951 0.426 2.271
H -0.992 1.765 1.038
H 1.771 0.532 1.101
H 1.330 0.741 2.873
H 2.533 2.795 2.262
H 1.782 2.978 0.615
H -0.302 3.283 2.945
H 1.011 4.577 2.839
H 0.563 5.239 0.506
H -0.387 3.655 0.210
H -1.348 6.063 2.013
H -2.304 4.514 1.742
H -1.450 6.402 -0.621
H -3.165 6.369 0.178
H -2.517 3.544 -0.553
H -1.730 4.515 -1.905
H -4.815 4.946 -1.056
H -3.934 5.327 -2.698
H -4.468 2.422 -1.514
H -3.554 2.791 -3.083
H -5.814 2.240 -3.817
H -5.842 4.068 -3.897
H -6.613 3.168 -2.462
H -1.402 -1.559 1.580
H -2.009 -1.615 -0.131
H -0.275 -4.439 0.544
H -1.032 -1.641 -3.751
H -1.442 -2.159 -2.058
H 1.223 -2.796 -1.820
H 1.427 -2.099 -3.488
H -0.661 -3.770 -4.192
H 0.990 -4.580 -4.036
H 0.343 -5.227 -1.554
H -1.209 -4.276 -1.655
H -1.212 -6.219 -3.962
H -0.948 -7.087 -2.321
H -2.995 -5.771 -1.590
H -3.276 -5.440 -3.220
C 4.686 -2.478 -3.741
Cl 4.059 -0.884 -3.300
Cl 3.726 -3.207 -5.032
H 5.714 -2.372 -4.082
H 4.652 -3.126 -2.867
C 4.153 -1.257 3.888
Cl 3.486 0.326 4.308
Cl 3.245 -2.003 2.567
H 5.184 -1.133 3.581
H 4.103 -1.903 4.758
C -2.020 2.390 5.413
Cl -0.480 1.594 5.066
Cl -3.364 1.555 4.624
H -2.185 2.387 6.489
H -1.978 3.415 5.049
C -9.295 2.784 -4.978
Cl -9.294 2.423 -3.248
Cl -8.143 1.763 -5.848
H -10.293 2.607 -5.375
H -9.021 3.827 -5.121
C -3.390 -5.143 2.294
Cl -3.812 -4.680 0.639
Cl -4.134 -6.682 2.737
H -2.309 -5.238 2.369
H -3.741 -4.372 2.976
C 4.938 -0.447 8.190
Cl 4.189 -1.625 7.101
Cl 3.845 0.901 8.523
H 5.187 -0.942 9.127
H 5.843 -0.061 7.723
C 7.113 -3.524 9.441
Cl 8.851 -3.808 9.301
Cl 6.775 -2.086 10.414
H 6.697 -3.382 8.445
H 6.651 -4.387 9.915
C 6.793 -3.187 1.007
Cl 6.969 -2.537 2.637
Cl 5.228 -2.767 0.287
H 7.587 -2.781 0.382
H 6.879 -4.271 1.052
*
```



DFT (wB97M-V/def2-TZVPD) results for one molecule with the formula C3H5N3OS in a non-equilibrium geometry.

## Properties
lowest unoccupied orbital energy	0.31	eV
HOMO	-8.23	eV
HOMO-LUMO gap	8.5	eV
largest force on an atom	1.9	eV/Å
structure (SMILES)	Nc1cc(=S)n(O)[nH]1
DFT total energy	-754.92907	Eh
relative energy (zero: lowest compared OMol25 entry of this formula, charge and spin)	288.8	kJ/mol

Geometry as ORCA input:
```
! RIJCOSX wB97M-V def2-TZVPD def2/J DEFGRID3
* xyz 0 1
N 2.269 -0.548 -0.026
C 0.886 -0.271 -0.114
C -0.139 -1.161 -0.134
C -1.358 -0.429 -0.239
S -2.935 -0.903 -0.039
N -1.022 0.910 -0.443
O -1.825 1.844 0.095
N 0.386 1.029 -0.080
H 2.751 0.141 0.555
H 2.426 -1.502 0.313
H -0.044 -2.239 -0.040
H -2.304 1.428 0.842
H 0.908 1.701 -0.690
*
```



DFT (wB97M-V/def2-TZVPD) results for a 2-piece molecular cluster, C5H11NO overall.

## Properties
lowest unoccupied orbital energy	0.92	eV
HOMO	-10.22	eV
HOMO-LUMO gap	11.1	eV
largest force on an atom	0.7	eV/Å
structure (SMILES)	CC[C@@H](C)N=C=O.[H][H]
DFT total energy	-327.08310	Eh
relative energy (zero: lowest compared OMol25 entry of this formula, charge and spin)	126.7	kJ/mol

Geometry as ORCA input:
```
! RIJCOSX wB97M-V def2-TZVPD def2/J DEFGRID3
* xyz 0 1
C 1.529 -1.379 -0.156
C 1.057 -0.185 0.667
C -0.465 -0.043 0.760
C -0.878 1.164 1.593
N -1.059 0.079 -0.561
C -1.282 -0.642 -1.500
O -1.550 -1.244 -2.475
H 1.076 -2.313 0.197
H 1.283 -1.265 -1.217
H 2.616 -1.491 -0.085
H 1.433 -0.270 1.694
H 1.472 0.743 0.255
H -0.875 -0.949 1.225
H -0.496 1.061 2.613
H -0.479 2.088 1.164
H -1.967 1.255 1.638
H -0.700 1.756 -2.539
H -0.716 1.635 -3.273
*
```



DFT (wB97M-V/def2-TZVPD) results for a 7-piece molecular cluster, C16H49N3O7 overall in a non-equilibrium geometry.

## Properties
lowest unoccupied orbital energy (alpha / beta)	2.51 / 2.44	eV
HOMO (alpha / beta)	0.61 / -6.61	eV
HOMO-LUMO gap (alpha / beta)	1.9 / 9.1	eV
largest force on an atom	4.6	eV/Å
⟨S²⟩	0.7505
DFT total energy	-1329.72847	Eh

Geometry as ORCA input:
```
! RIJCOSX wB97M-V def2-TZVPD def2/J DEFGRID3
* xyz -1 2
C 1.221 -4.276 -0.094
O 0.514 -3.071 -0.400
H 2.177 -4.204 -0.612
H 1.440 -4.355 0.971
H 0.654 -5.166 -0.365
H -0.391 -3.166 -0.095
C -3.052 0.391 3.840
O -4.156 -0.237 3.289
H -3.011 0.244 4.919
H -2.134 -0.124 3.555
H -3.077 1.459 3.624
H -4.894 0.373 3.217
C 0.821 -0.012 1.523
O 0.355 1.303 1.359
H 0.224 -0.480 2.305
H 0.577 -0.723 0.734
H 1.833 -0.040 1.927
H -0.283 1.318 0.642
C 3.746 -0.561 -0.595
O 4.599 -0.250 -1.716
H 2.703 -0.323 -0.802
H 3.752 -1.651 -0.581
H 4.084 0.030 0.256
H 4.237 -0.641 -2.514
C 1.862 4.403 0.823
C 2.699 3.421 -0.003
C 3.815 4.210 -0.805
O 3.399 5.199 -1.740
C 2.813 4.732 -2.837
N 3.269 2.377 0.752
H 1.081 3.876 1.371
H 1.436 5.039 0.047
H 2.594 4.933 1.432
H 2.036 2.986 -0.750
H 4.339 3.460 -1.397
H 4.539 4.668 -0.132
H 1.865 4.252 -2.595
H 3.557 4.053 -3.253
H 2.528 5.585 -3.454
H 3.908 1.847 0.177
H 2.435 1.916 1.088
C 0.617 1.691 -3.385
C 0.335 0.600 -2.299
C -1.132 0.559 -1.881
O -1.243 1.527 -0.817
C -2.588 1.991 -0.578
N 0.872 -0.692 -2.723
H 1.677 1.759 -3.629
H 0.266 2.674 -3.071
H 0.146 1.411 -4.327
H 0.972 0.833 -1.446
H -1.328 -0.476 -1.601
H -1.790 0.684 -2.742
H -3.241 1.277 -0.076
H -3.011 2.262 -1.545
H -2.662 2.898 0.021
H 0.229 -0.850 -3.485
H 0.728 -1.462 -2.085
C -2.162 -4.776 2.175
C -2.144 -3.260 2.152
C -3.168 -2.773 1.110
O -2.817 -3.079 -0.184
C -3.909 -3.618 -0.961
N -2.580 -2.788 3.477
H -1.949 -4.999 1.129
H -3.079 -5.278 2.482
H -1.315 -5.219 2.698
H -1.155 -2.887 1.888
H -3.271 -1.688 1.134
H -4.107 -3.268 1.354
H -4.829 -3.080 -0.731
H -3.903 -4.707 -0.991
H -3.681 -3.369 -1.998
H -2.911 -1.836 3.538
H -1.980 -2.854 4.286
*
```